(1)
Molecular formula: C11H22O3S
Method: DFT, ωB97M-V/def2-TZVPD

Each line ends with the Löwdin charge.
Geometry (Å):
C: -4.34927 1.87404 -1.15585  -0.05
C: -2.89752 1.88842 -1.54417  -0.18
C: -2.35957 0.41604 -1.75174  -0.13
C: -0.85805 0.37831 -1.88839  -0.30
C: -0.37932 -0.89373 -1.87170  -0.34
C: 1.13552 -1.25716 -2.10483  -0.18
C: 2.00565 -0.73818 -0.95928  -0.41
C: 1.96433 -1.13949 0.20598  -0.52
H: 1.71304 -2.22501 0.19047  0.15
H: 2.72829 -1.05703 0.84641  0.08
S: 0.63755 -0.49225 1.00992  1.11
O: 1.12328 1.05992 1.21834  -0.49
C: 0.70641 -0.94218 2.86401  -0.26
C: 1.43724 -0.21968 3.68838  -0.32
H: 1.35229 -0.39705 4.75736  0.17
H: 0.90960 0.72316 3.76455  0.16
C: 2.78158 0.04825 3.58589  -0.28
O: 3.70972 -0.59774 4.23710  0.04
O: 3.25268 0.79964 2.29908  0.03
H: 2.42159 0.96263 1.98412  -0.11
H: -0.14821 -1.33735 3.15307  0.03
H: 1.44044 -2.22954 2.72552  0.24
H: 3.16230 -0.92137 -1.51613  0.22
H: 1.94134 0.25412 -1.03917  0.07
H: 1.59173 -0.64085 -3.34677  0.21
H: 1.36572 -2.29885 -2.39644  0.09
H: -0.68848 -1.53255 -0.88379  0.13
H: -0.79389 -1.67267 -2.87711  0.19
H: -0.29052 0.78037 -0.97336  0.13
H: -0.67566 0.79057 -2.79250  0.10
H: -2.44686 -0.12746 -0.73870  0.15
H: -2.80129 0.03451 -2.36800  -0.03
H: -2.23353 2.31486 -0.68721  0.15
H: -2.61748 2.47087 -2.27671  0.05
H: -4.86729 1.49451 -1.86946  0.03
H: -4.52751 2.85078 -1.21113  0.05
H: -4.44584 1.57913 -0.27776  0.01

## Properties
spin multiplicity	1
E_LUMO	0.16	eV
HOMO level	-9.5	eV

=====

(2)
Molecular formula: C36H36MoN3OP2S3Si
Method: DFT, ωB97M-V/def2-TZVPD

Each line ends with the Löwdin charge.
Geometry (Å):
Mo: 0.20050 0.36023 -0.12227  0.60
S: -1.56005 -0.95760 -1.21640  0.72
C: -2.65802 -1.58132 -0.03712  -0.63
C: -3.66859 -2.46861 -0.43417  -0.05
C: -4.52563 -3.03077 0.49175  -0.20
C: -5.53975 -3.94816 0.03480  -0.18
N: -6.33955 -4.68703 -0.33377  0.15
C: -4.40090 -2.70453 1.85412  -0.20
C: -3.40945 -1.82332 2.24896  -0.06
C: -2.53257 -1.26378 1.32041  -0.65
S: -1.25018 -0.21002 1.83978  0.66
C: -5.27584 -3.26971 2.84752  -0.19
N: -5.97193 -3.70165 3.65478  0.15
H: -3.76390 -2.73261 -1.47899  0.12
H: -3.30497 -1.57043 3.29608  0.11
C: 2.94695 -1.34785 1.84954  -0.24
P: 2.04312 0.19509 1.55911  0.84
C: 3.46046 1.34524 1.34620  -0.24
C: 1.44177 0.76066 3.18883  -0.42
C: 1.83405 0.19636 4.39400  -0.08
C: 1.40951 0.74495 5.59612  -0.08
C: 0.60978 1.87649 5.59172  -0.08
C: 0.20293 2.43256 4.38634  -0.09
C: 0.58390 1.86657 3.17614  -0.42
P: 0.00942 2.52139 1.53554  0.81
C: 0.94754 4.09403 1.47043  -0.23
C: -1.67901 3.14382 1.89072  -0.27
H: 2.30034 -2.13140 2.24298  0.05
H: 3.78188 -1.16830 2.53021  0.05
H: 3.32456 -1.68500 0.88351  0.05
H: 3.92665 1.51917 2.31802  0.05
H: 3.15533 2.28530 0.90168  -0.01
H: 4.19243 0.89239 0.67496  0.05
H: 2.46968 -0.68031 4.40135  0.10
H: 1.71189 0.29581 6.53359  0.10
H: 0.28746 2.32106 6.52470  0.10
H: -0.43840 3.30443 4.40094  0.09
H: 0.59670 4.74754 2.27234  0.05
H: 0.80726 4.57863 0.50836  0.02
H: 2.01215 3.91282 1.59573  0.03
H: -1.82197 3.39461 2.94062  0.03
H: -2.40892 2.38843 1.60854  0.01
H: -1.83605 4.04604 1.30074  0.03
O: 2.96112 3.52704 -1.45019  -0.58
S: 2.61097 2.15554 -1.85527  0.73
N: 1.56798 1.42633 -1.11660  -0.65
C: 0.71044 -5.50703 0.32482  -0.10
C: 0.17313 -4.43398 1.06873  -0.08
C: 0.36345 -3.14764 0.65248  -0.10
C: 1.08296 -2.82281 -0.52942  -0.22
C: 1.21651 -1.45933 -1.00167  -0.28
C: 1.96438 -1.30889 -2.14897  -0.16
C: 2.55915 -2.38749 -2.84878  -0.09
C: 2.40506 -3.66661 -2.41632  -0.07
C: 1.64818 -3.90816 -1.24171  -0.18
C: 1.43963 -5.23994 -0.79549  -0.05
H: 0.54058 -6.52945 0.63936  0.09
H: -0.39798 -4.62919 1.96876  0.10
H: -0.04662 -2.33876 1.23793  0.03
H: 2.08894 -0.32551 -2.58138  0.03
H: 3.12805 -2.17576 -3.74789  0.10
H: 2.83596 -4.50516 -2.95180  0.10
H: 1.87228 -6.04729 -1.37644  0.10
C: -0.60220 3.81172 -1.54841  -0.24
Si: -0.95209 1.97151 -1.80427  0.46
C: -2.82901 1.96574 -1.90602  -0.24
C: -0.29434 1.61711 -3.55446  -0.29
C: -0.29596 0.33660 -4.11980  -0.12
C: 0.17826 0.10474 -5.40219  -0.09
C: 0.67628 1.15191 -6.16494  -0.11
C: 0.70039 2.42803 -5.62868  -0.10
C: 0.22231 2.65131 -4.34222  -0.12
H: -1.01077 4.38069 -2.38827  0.03
H: 0.45201 4.06771 -1.44683  0.00
H: -1.12956 4.16031 -0.65888  0.00
H: -3.13138 2.76965 -2.58425  0.03
H: -3.27323 2.15148 -0.92397  0.02
H: -3.22674 1.02275 -2.27458  0.00
H: -0.66097 -0.50914 -3.55136  0.04
H: 0.16515 -0.90250 -5.80159  0.10
H: 1.04747 0.97146 -7.16684  0.09
H: 1.09714 3.25503 -6.20593  0.09
H: 0.27242 3.65676 -3.94512  0.08

## Properties
charge	-1
spin multiplicity	1
E_LUMO (alpha / beta)	2.18 / 2.02	eV
HOMO level (alpha / beta)	-4.2 / -4.4	eV

=====

(3)
Molecular formula: C7H16NO
Method: DFT, ωB97M-V/def2-TZVPD

Each line ends with the Löwdin charge.
Geometry (Å):
C: 3.72872 -0.42143 0.30780  0.06
C: 2.63455 0.00121 -0.32338  -0.15
O: 1.35856 -0.16036 0.30467  -0.12
C: 0.33418 0.44575 -0.39597  -0.37
C: 0.15075 1.93192 -0.17059  0.00
N: -0.87670 -0.37239 -0.01003  -0.35
C: -0.81862 -0.45571 1.47939  0.03
C: -2.12460 0.28760 -0.39558  0.04
C: -0.77046 -1.70956 -0.51001  -0.02
H: 4.64843 -0.07300 -0.18797  0.08
H: 3.72931 -0.53064 1.38434  0.08
H: 2.64399 0.29628 -1.37336  0.12
H: 0.64875 0.33230 -1.52962  0.19
H: -0.42879 2.24060 0.64056  0.06
H: -0.48731 2.37031 -0.95324  0.11
H: 1.18270 2.34409 -0.12962  0.12
H: -1.06490 0.48247 1.83449  0.09
H: -1.57368 -1.05009 1.90539  0.10
H: 0.16498 -0.86799 1.86041  0.15
H: -2.05440 1.30840 -0.07426  0.09
H: -2.14876 0.06655 -1.48656  0.14
H: -2.89882 -0.19642 0.15832  0.11
H: -0.66632 -1.75179 -1.60667  0.13
H: 0.10097 -2.30345 -0.03259  0.15
H: -1.64284 -2.28564 -0.12672  0.13

## Properties
charge	+1
spin multiplicity	1
E_LUMO	-2.58	eV
HOMO level	-13.1	eV

=====

(4)
Molecular formula: C4H13N3
Method: DFT, ωB97M-V/def2-TZVPD

Each line ends with the Löwdin charge.
Geometry (Å):
C: -0.77194 -0.30187 0.88110  -0.32
C: -1.68979 -1.41714 0.49012  0.07
C: 0.51221 1.64154 0.41530  0.02
C: 2.23537 -0.49814 -1.61024  0.34
N: -0.89552 0.20098 2.07532  0.25
N: -0.15541 0.41122 -0.04526  -0.08
N: 0.14861 -0.03921 -1.41375  0.19
H: -2.55478 -0.79403 0.15160  0.16
H: -1.39633 -2.01243 -0.24731  0.04
H: -1.92266 -1.99791 1.41361  0.14
H: -0.29504 2.36358 0.61070  0.12
H: 1.11091 1.94562 -0.39545  0.07
H: 1.23916 1.58924 1.29853  0.16
H: 2.42921 -0.89617 -2.67021  0.13
H: 2.54225 0.54643 -1.36370  0.08
H: 2.23183 -1.23366 -0.83579  0.06
H: -1.36233 -0.36673 2.80825  0.18
H: -1.01650 1.15797 2.20990  0.12
H: -0.31775 -0.88336 -1.59265  0.11
H: -0.07151 0.58408 -2.18007  0.17

## Properties
charge	+2
spin multiplicity	1
E_LUMO	-9.69	eV
HOMO level	-19.4	eV

=====

(5)
Molecular formula: C29H51Cl3EuN13O4S
Method: DFT, ωB97M-V/def2-TZVPD

Each line ends with the Löwdin charge.
Geometry (Å):
Eu: -1.20363 0.21414 -0.23121  1.57
N: -0.16263 0.45476 -2.77972  -0.03
C: -0.71496 1.56542 -3.56964  -0.24
C: -0.53060 2.91262 -2.88856  -0.19
N: -1.12689 2.99573 -1.55160  -0.18
C: -0.47924 4.03799 -0.75562  -0.19
C: -0.42404 3.75479 0.74608  -0.24
N: -0.11255 2.35391 0.98302  -0.07
C: -2.57300 3.21793 -1.67810  -0.20
C: -3.36331 3.21026 -0.37432  -0.22
N: -3.09602 2.04563 0.48648  -0.03
H: 0.82317 0.34435 -2.99679  0.04
H: -0.62727 -0.40631 -3.08245  0.04
H: -1.77241 1.37079 -3.73436  0.03
H: -0.25768 1.62643 -4.56529  0.13
H: -0.93414 3.69392 -3.55355  0.13
H: 0.53980 3.11787 -2.80008  0.10
H: -0.94458 5.02060 -0.92595  0.13
H: 0.55202 4.12755 -1.10343  0.10
H: -1.37096 3.98803 1.23172  0.09
H: 0.31645 4.44347 1.17845  0.11
H: -0.16079 2.10266 1.96342  0.06
H: 0.82170 2.11552 0.63952  0.01
H: -2.97542 2.44874 -2.33307  0.08
H: -2.75944 4.19279 -2.15946  0.13
H: -4.42086 3.26389 -0.64870  0.12
H: -3.15781 4.12413 0.18433  0.10
H: -3.88104 1.40391 0.45845  0.04
H: -3.02274 2.32891 1.45641  0.08
N: -4.74230 -0.76942 0.32629  0.17
C: -4.02421 -1.88218 0.58394  -0.43
N: -4.62004 -2.86614 1.24685  0.18
C: -3.87743 -3.95875 1.43311  -0.46
N: -4.42481 -4.96487 2.13548  0.17
N: -2.62238 -4.12816 0.99208  0.18
C: -2.11209 -3.05572 0.38884  -0.30
N: -2.74152 -1.89409 0.17444  0.10
C: -0.72597 -3.19784 -0.10787  -0.20
C: -0.06397 -4.41676 0.07076  0.01
C: 1.20896 -4.55078 -0.44099  -0.04
C: 1.79076 -3.46975 -1.10347  -0.05
C: 1.07436 -2.29012 -1.20049  -0.15
N: -0.15796 -2.13913 -0.71735  0.04
H: -4.43914 -0.25666 -0.49916  0.03
H: -5.73574 -0.86537 0.46404  0.11
H: -5.40917 -4.92682 2.33401  0.11
H: -3.95697 -5.85364 2.13315  0.11
H: -0.56688 -5.22453 0.57604  0.11
H: 1.74058 -5.48655 -0.33943  0.11
H: 2.77889 -3.53818 -1.53500  0.11
H: 1.50476 -1.42329 -1.68895  0.08
C: 5.21676 2.23284 -2.13657  -0.04
C: 4.41543 0.93778 -2.06599  -0.63
C: 3.63776 0.71632 -3.37146  -0.04
C: 5.34449 -0.24418 -1.81975  -0.04
N: 3.53114 0.98724 -0.88384  -0.07
N: 2.48745 1.95217 -0.90341  0.03
H: 5.93264 2.18710 -2.95487  0.09
H: 5.76305 2.39258 -1.20889  0.09
H: 4.57454 3.09470 -2.31806  0.07
H: 4.32075 0.54492 -4.20199  0.09
H: 3.02561 1.57952 -3.64068  0.07
H: 2.99229 -0.16287 -3.29219  0.07
H: 6.10259 -0.30767 -2.59745  0.09
H: 4.78749 -1.18312 -1.82129  0.07
H: 5.83890 -0.13855 -0.85510  0.08
H: 3.06821 0.08452 -0.80649  0.08
H: 2.02874 1.99624 -1.81188  0.04
H: 2.87893 2.86631 -0.70895  0.09
O: 1.22225 -0.17503 1.20604  -0.23
N: 2.43656 -0.17707 1.66609  -0.21
C: 3.15862 -1.32225 1.63293  -0.02
C: 4.45160 -1.35475 2.09309  -0.03
C: 5.03286 -0.20450 2.61594  -0.05
C: 4.26823 0.95353 2.66283  -0.03
C: 2.98044 0.94712 2.18614  -0.03
H: 2.62911 -2.16803 1.21890  0.12
H: 4.99373 -2.28629 2.04380  0.12
H: 6.04851 -0.21319 2.98059  0.11
H: 4.66511 1.87329 3.06450  0.12
H: 2.33055 1.80774 2.17802  0.12
O: -1.50223 -0.17192 2.25815  -0.64
S: -0.77198 -1.33255 2.88139  0.94
C: 0.06930 -0.65879 4.35668  -0.30
C: -0.40491 -1.46982 5.55556  -0.23
C: -1.89381 -1.70319 5.32143  -0.22
C: -2.00152 -2.22469 3.89336  -0.30
H: -0.28932 0.37061 4.40275  0.10
H: 1.14515 -0.66014 4.19841  0.08
H: -0.19677 -0.94523 6.48813  0.12
H: 0.11951 -2.42726 5.59437  0.12
H: -2.43520 -0.76018 5.41341  0.12
H: -2.32427 -2.40507 6.03527  0.12
H: -2.96623 -2.05742 3.41674  0.09
H: -1.75230 -3.28377 3.82243  0.09
Cl: -5.91962 0.14510 -2.95807  0.59
C: -4.44219 -0.29469 -3.84479  -1.49
Cl: -3.98968 1.09437 -4.86050  0.64
Cl: -4.78405 -1.68529 -4.86387  0.63
C: -3.19902 -0.53957 -2.89878  -0.83
O: -2.35004 -1.32304 -3.30181  -0.02
O: -3.13403 0.20446 -1.88260  -0.23

## Properties
charge	+1
<S²>	15.759
spin multiplicity	8
E_LUMO (alpha / beta)	-2.53 / -2.53	eV
HOMO level (alpha / beta)	-8.2 / -11.0	eV

=====

Which value of spin multiplicity does entry 4 give? 1

=====

Which value of spin multiplicity does entry 2 give? 1

=====

Look up the spin multiplicity of the third one. 1